Record 1
A cluster of 8 separate species, C13H42NO7SSi in total at a distorted geometry. Source: the OMol25 dataset; level of theory: wB97M-V/def2-TZVPD.

As for the gap between HOMO and LUMO: 7.03 eV. The net charge is +1.

XYZ file:
```
65
Properties=species:S:1:pos:R:3:mulliken_charge:R:1
C -1.802 1.849 0.852 -0.74
Si -1.320 0.035 0.271 0.58
C -0.776 0.025 -1.610 -0.95
C -2.811 -1.149 0.562 -0.83
C 0.274 -0.416 1.276 0.35
N 0.534 -0.362 2.638 -0.21
C 1.969 -0.771 3.029 -0.33
C 2.887 -0.261 1.767 -0.46
S 1.842 -1.006 0.403 -0.14
H -2.937 1.831 1.137 0.34
H -1.567 2.540 -0.092 0.00
H -1.115 2.219 1.741 0.30
H -0.483 -1.053 -1.993 0.29
H -1.533 0.578 -2.312 0.31
H 0.223 0.666 -1.635 0.25
H -3.782 -0.463 0.610 0.34
H -3.006 -1.918 -0.319 0.23
H -2.744 -1.784 1.542 0.15
H -0.220 -0.047 3.321 0.33
H 2.110 -1.890 3.398 0.09
H 2.185 0.032 3.886 0.36
H 2.749 0.918 1.641 0.30
H 4.056 -0.472 1.786 0.39
C -0.700 4.286 -2.364 -0.10
O -0.348 4.486 -1.008 -0.53
H -1.549 3.600 -2.413 0.23
H -0.979 5.241 -2.814 -0.11
H 0.147 3.851 -2.901 0.24
H 0.408 5.098 -0.996 0.29
C -1.851 7.460 -4.228 -0.66
O -0.587 7.246 -4.829 -0.49
H -2.398 6.515 -4.204 0.20
H -1.714 7.825 -3.207 0.29
H -2.415 8.190 -4.814 0.30
H -0.126 8.102 -4.836 0.35
C 3.297 7.456 -3.937 -0.52
O 2.083 7.907 -4.509 -0.48
H 3.766 8.285 -3.401 0.22
H 3.092 6.642 -3.238 0.19
H 3.968 7.111 -4.728 0.26
H 1.690 7.151 -4.978 0.32
C 4.394 -4.273 0.487 -0.42
O 4.533 -2.976 -0.062 -0.47
H 5.349 -4.580 0.921 0.23
H 3.629 -4.260 1.267 0.13
H 4.113 -4.975 -0.302 0.28
H 3.672 -2.731 -0.439 0.26
C -3.795 -5.321 -0.855 -0.59
O -2.746 -4.401 -0.617 -0.42
H -4.278 -5.072 -1.803 0.25
H -3.388 -6.333 -0.910 0.27
H -4.529 -5.256 -0.047 0.24
H -2.337 -4.647 0.230 0.28
C -3.470 -5.013 3.163 -0.58
O -2.206 -5.228 2.563 -0.48
H -4.017 -5.959 3.187 0.25
H -3.332 -4.649 4.184 0.29
H -4.034 -4.284 2.577 0.25
H -1.744 -4.372 2.555 0.25
C 2.202 -4.900 4.431 -0.40
O 3.009 -5.764 3.653 -0.52
H 2.785 -4.016 4.700 0.15
H 1.328 -4.594 3.850 0.10
H 1.885 -5.416 5.340 0.35
H 2.465 -6.538 3.429 0.31
```

Record 2
A cluster of 3 separate species, C26H36F4N5O5 in total at a distorted geometry. Source: the OMol25 dataset; level of theory: wB97M-V/def2-TZVPD.

As for the gap between HOMO and LUMO: 8.64 eV. The net charge is +1.

XYZ file:
```
76
Properties=species:S:1:pos:R:3:mulliken_charge:R:1
C 0.054 -2.521 3.096 -1.08
C -1.379 -1.931 3.165 -0.32
N -1.404 -0.489 3.420 -0.24
C -1.298 0.371 2.274 -0.02
C 0.135 0.969 2.247 -1.09
N 0.619 1.279 0.860 0.07
N -0.084 2.341 0.218 -0.25
C 0.620 3.619 0.404 -0.38
C -0.372 4.803 0.334 -1.27
C 0.578 -0.015 0.088 0.27
C 1.179 0.185 -1.293 -1.33
C 2.642 0.712 -1.234 -0.49
C 3.294 0.478 -2.565 0.14
F 4.405 -0.240 -2.620 -0.30
C 2.760 0.944 -3.697 0.30
F 2.491 2.174 -3.938 -0.24
F 2.480 0.157 -4.689 -0.13
C -0.800 -0.714 0.164 0.14
C -1.552 -0.917 -1.163 -0.12
C -1.991 0.365 -1.886 -1.26
F -0.919 -1.817 -1.982 -0.39
O -1.757 -0.132 1.036 -0.41
H 0.808 -1.767 2.871 0.21
H 0.303 -2.919 4.078 0.40
H 0.134 -3.344 2.385 0.30
H -1.819 -2.396 4.046 0.42
H -1.998 -2.268 2.329 0.35
H -2.223 -0.289 3.981 0.14
H -1.942 1.225 2.494 0.43
H 0.870 0.371 2.777 0.48
H 0.103 1.923 2.775 0.35
H 1.584 1.596 0.972 0.62
H -1.019 2.456 0.602 0.32
H 1.099 3.686 1.389 0.37
H 1.360 3.785 -0.379 0.27
H -0.690 5.004 1.357 0.32
H 0.170 5.693 0.031 0.41
H -1.214 4.594 -0.320 0.34
H 1.287 -0.652 0.625 0.34
H 1.232 -0.734 -1.868 0.60
H 0.626 0.935 -1.853 0.29
H 3.206 0.121 -0.502 0.38
H 2.675 1.758 -0.911 0.35
H -0.612 -1.732 0.525 0.19
H -2.486 -1.395 -0.855 0.60
H -2.055 1.168 -1.158 0.23
H -2.977 0.180 -2.301 0.41
H -1.323 0.602 -2.709 0.30
C -3.425 -2.395 9.218 -0.43
C -3.683 -2.646 7.877 -0.54
C -3.866 -1.592 6.997 -0.22
C -3.782 -0.294 7.473 0.11
C -3.533 -0.029 8.809 -0.41
C -3.354 -1.088 9.683 -0.43
N -3.952 0.828 6.540 1.06
O -4.189 0.564 5.367 -0.65
O -3.845 1.954 6.979 -0.59
H -3.278 -3.220 9.903 0.39
H -3.740 -3.664 7.517 0.39
H -4.068 -1.790 5.954 0.51
H -3.475 0.986 9.173 0.45
H -3.156 -0.896 10.729 0.38
C 2.671 0.262 -7.655 -0.26
C 3.053 -1.007 -7.233 -0.07
C 3.526 -1.927 -8.156 -0.54
C 3.614 -1.565 -9.488 -0.03
C 3.231 -0.309 -9.922 -0.37
C 2.756 0.607 -8.998 -0.56
N 4.139 -2.535 -10.463 1.01
O 4.448 -3.638 -10.049 -0.60
O 4.234 -2.174 -11.621 -0.60
H 2.306 0.984 -6.938 0.30
H 2.987 -1.281 -6.195 0.42
H 3.823 -2.913 -7.829 0.44
H 3.300 -0.037 -10.965 0.46
H 2.456 1.594 -9.324 0.38
```

Calculated M, 384.632 574.596 g/mol (same order as the records).